Formula: C15H28CuN4O3S
Source: OMol25
Level of theory: ωB97M-V with the def2-TZVPD basis set

```
! wB97M-V def2-TZVPD RIJCOSX def2/J DEFGRID3
* xyz 1 1
N -2.02 -0.05 0.46
C -3.14 -1.71 -1.00
H 3.99 -1.08 -0.58
C -3.31 -0.55 0.00
H -0.35 2.44 -0.47
H 4.52 -0.07 0.79
H -1.76 -2.33 -2.35
C 0.66 -3.08 0.81
H 2.83 2.64 -1.07
S 2.17 0.19 0.34
H 2.21 -4.53 0.86
H -0.08 -5.58 2.29
O 0.71 -2.48 -0.25
C 2.32 3.53 2.64
C 2.18 2.22 2.22
C 2.39 1.91 0.89
C 1.12 -4.53 0.97
C 2.85 4.21 0.39
N -2.09 -1.46 -1.98
H 0.26 -3.28 2.60
H 1.91 1.44 2.91
C -1.35 2.08 -0.70
H -1.26 1.63 1.42
H 1.48 -5.48 2.77
C 3.92 -0.10 -0.12
Cu -0.40 -0.72 -0.90
H -3.86 0.26 -0.48
H -1.97 2.96 -0.96
H -3.93 -0.90 0.83
C -1.92 1.40 0.58
H 0.71 -5.13 0.15
H -1.74 -0.51 1.31
H -3.41 -0.79 -3.50
H -4.10 -1.90 -1.48
H 2.78 5.54 2.06
H -2.42 1.55 -3.53
O 1.45 0.32 -0.96
C -2.40 0.92 -2.63
H -2.85 -2.60 -0.44
H 4.26 0.66 -0.82
H -0.42 1.38 -2.38
C 2.71 2.90 -0.03
N 0.74 -4.97 2.31
H -1.67 -0.70 -3.85
H -3.30 1.15 -2.06
C 2.66 4.52 1.73
H 2.15 3.79 3.67
O 0.21 -2.54 1.93
C -2.42 -0.56 -3.08
H 3.12 4.98 -0.31
N -1.23 1.16 -1.81
H -2.90 1.83 0.82
*
```

F_max = 1.79 eV/A
LUMO energy = -2.0 eV
Energy above the lowest of the compared OMol25 structures with the same formula, charge and spin = 36.4 kJ/mol
HOMO = -9.6 eV

---

Formula: C15H28F9Mn2N3O13S3
Source: OMol25
Level of theory: ωB97M-V with the def2-TZVPD basis set

```
! wB97M-V def2-TZVPD RIJCOSX def2/J DEFGRID3
* xyz 0 11
C 4.98 -3.69 3.92
H 5.66 -4.12 4.66
F -4.60 -0.43 5.91
C 3.96 0.87 -5.46
H 2.47 -1.38 1.26
C -2.69 -1.60 -6.76
H -0.75 4.72 7.27
Mn -3.78 -1.72 -0.69
H 1.41 4.46 6.21
F -5.38 -2.38 5.16
H 4.12 -3.44 4.55
H 5.27 0.42 -8.50
F -5.29 4.44 -3.72
O -3.24 3.04 -1.97
C -5.60 -1.07 5.30
O 3.19 -5.92 1.77
O -5.89 1.14 3.59
S -5.97 -0.37 3.48
H 0.18 -2.19 1.15
S -1.82 -1.66 -5.03
H 0.27 0.01 2.97
C 2.94 0.67 -7.72
F -1.83 -1.16 -7.69
H -2.25 4.29 6.45
C -1.36 4.91 6.39
H 2.81 -4.32 3.00
Mn 0.02 1.54 -2.21
C 5.41 0.49 -7.42
C 3.51 -5.06 2.59
O -7.25 -0.95 3.21
F -3.06 -2.88 -7.16
H 2.80 -0.29 -8.20
F -6.70 -1.00 6.01
H 5.93 -0.43 -7.15
H 5.96 -5.19 1.16
O -5.06 3.56 -0.43
C 1.74 -0.69 0.86
H -1.75 5.93 6.30
O -4.93 -0.87 2.53
N 4.09 0.79 -6.80
O -1.37 -0.30 -4.75
H 6.01 1.40 -7.35
F -3.68 -0.73 -6.77
H -1.11 -1.01 2.87
H 2.00 0.95 -7.26
H 4.88 0.94 -4.87
C 5.93 -5.46 2.22
C -0.92 4.47 3.92
H 3.11 1.51 -8.41
C -0.07 -0.94 2.57
H 5.79 -6.53 2.37
H -0.06 4.31 3.25
O -2.12 4.62 3.61
F -6.04 2.39 -3.83
S -4.64 2.82 -1.59
O 2.85 0.95 -4.86
H 1.85 -0.78 -0.22
N -0.57 4.50 5.23
O -4.81 1.39 -1.50
H 1.25 3.66 4.65
N 4.79 -4.73 2.85
H 0.40 -1.63 3.26
H 2.07 0.29 1.21
H 6.84 -5.17 2.74
H 5.44 -2.77 3.58
F -7.02 3.67 -2.40
C 0.74 3.87 5.59
C -5.82 3.37 -3.04
O -2.71 -2.13 -3.94
O -0.58 -0.58 0.10
C 0.23 -1.10 1.12
H 0.52 2.89 6.03
O -0.71 -2.58 -5.15
*
```

F_max = 4.24 eV/A
LUMO energy (alpha / beta) = -5.7 / -5.4 eV
HOMO (alpha / beta) = -9.0 / -8.6 eV

---

Formula: C15H28N2O
Source: OMol25
Level of theory: ωB97M-V with the def2-TZVPD basis set

```
! wB97M-V def2-TZVPD RIJCOSX def2/J DEFGRID3
* xyz 0 1
H 0.49 -3.86 0.57
N -0.45 0.79 -1.29
N 1.70 -1.00 1.76
H 1.13 0.70 3.55
C -3.68 0.70 -1.46
H -0.71 0.82 0.79
H 3.57 1.86 1.75
H -1.58 2.27 -0.43
C 0.54 -1.75 1.40
H 1.86 -3.00 0.16
H 1.71 -3.44 1.89
H 0.82 -0.44 -2.50
H -3.84 0.85 -0.42
H 0.27 -2.39 3.59
C -0.04 0.39 0.06
H 1.99 1.97 3.17
C 1.28 1.31 2.72
H 2.03 -1.26 2.66
H 2.04 0.28 -0.47
H 0.33 1.80 2.51
H 3.85 0.35 0.84
C -0.17 -1.15 0.14
C -1.38 1.97 -1.43
H 3.78 0.41 2.66
C 0.13 0.39 -2.58
H -1.23 -1.44 0.15
H 0.65 1.13 -3.08
H 0.18 -1.70 -0.76
H -3.17 2.57 -2.51
H -3.28 -0.26 -1.36
H -4.67 0.59 -1.94
H -0.85 -1.04 2.96
C -2.16 0.95 -3.51
C 1.19 -3.06 0.99
C 1.88 0.52 1.60
H -1.41 -1.04 -3.08
H -0.50 -0.28 -4.37
H -0.80 2.77 -1.88
C -1.00 -0.09 -3.47
H -1.14 -2.68 2.54
C 1.40 0.78 0.24
H 1.48 1.84 0.16
O -2.58 1.38 -4.53
C -2.64 1.65 -2.26
C -0.35 -1.95 2.76
C 3.34 0.79 1.72
*
```

SMILES string = C[C@H]1CN(C2CC(C)(C)NC(C)(C)C2)CCC1=O
F_max = 3.46 eV/A
LUMO energy = 0.7 eV
Energy above the lowest of the compared OMol25 structures with the same formula, charge and spin = 281.1 kJ/mol
HOMO = -8.0 eV

---

Formula: C15H28NO14PS
Source: OMol25
Level of theory: ωB97M-V with the def2-TZVPD basis set

```
! wB97M-V def2-TZVPD RIJCOSX def2/J DEFGRID3
* xyz 0 1
H 2.75 1.30 -6.69
O 2.41 -1.82 -2.81
H 0.57 -2.91 2.68
H -2.13 3.95 -5.15
H -1.34 -5.98 4.62
H 1.38 -3.89 1.51
H -0.18 -0.31 2.30
H -0.58 4.58 -4.54
C 2.42 0.96 -5.72
O 1.49 3.44 -5.73
H -3.27 -2.82 7.70
H 0.49 4.57 1.21
H 1.13 3.01 0.67
C -3.49 -2.22 6.82
P 0.47 -1.90 0.51
O -2.70 3.81 -0.80
C 1.27 -2.87 1.85
H 3.42 -2.44 1.72
O -1.30 5.56 -0.50
O -3.32 -4.65 5.79
H 2.53 -0.12 -5.66
H 0.51 -1.88 -2.10
C -0.41 -0.46 1.25
H -3.94 5.45 -0.49
H -0.27 0.44 0.67
O -0.58 2.66 -5.33
H -0.88 4.47 -6.30
H -3.35 -1.17 7.04
C -2.60 -3.79 5.36
C 0.72 2.54 -5.55
C 1.35 -1.20 -2.05
H -2.58 -5.55 3.40
S 3.05 -2.86 -1.80
H 2.85 -2.92 3.29
C 2.92 0.63 0.53
O -0.72 3.42 -0.04
O -1.70 -3.94 4.39
H -0.87 -5.25 3.08
C -3.69 4.74 -1.26
C 2.59 -2.34 2.41
H 3.02 1.42 -4.94
H 1.08 4.38 -0.46
C -1.55 4.38 -0.45
O 2.04 0.32 -0.37
H -3.34 5.26 -2.15
H -4.51 -2.39 6.49
O 3.05 -1.81 -0.59
N 3.55 1.16 1.35
C 1.83 -1.09 -0.56
H -1.46 -0.72 1.18
H -4.57 4.14 -1.51
O -2.56 -2.53 5.77
O 4.41 -3.14 -2.05
O 2.13 -3.92 -1.63
O 1.03 1.24 -5.51
C -1.63 -5.27 3.85
C -1.06 4.01 -5.33
H 1.01 -0.28 -2.51
H 2.52 -1.30 2.73
C 0.57 3.89 0.37
*
```

F_max = 1.60 eV/A
LUMO energy = 0.3 eV
HOMO = -9.0 eV

---

Formula: C15H29AsN3NiOS2
Source: OMol25
Level of theory: ωB97M-V with the def2-TZVPD basis set

```
! wB97M-V def2-TZVPD RIJCOSX def2/J DEFGRID3
* xyz 1 3
C 2.77 -1.12 2.07
H -3.34 0.55 -2.43
H -0.15 2.44 -3.94
C 0.47 -4.27 -1.21
C -2.27 3.07 -2.50
S -2.15 -2.92 -0.70
C 3.16 -1.85 4.33
H -4.32 2.67 -1.93
H 0.13 2.37 2.30
H 3.83 -1.99 5.16
H -2.39 2.68 -3.51
H -2.41 4.15 -2.52
H 0.39 3.94 -3.16
O 0.14 -3.13 -2.02
H -2.29 1.09 2.39
H 4.66 -0.98 3.07
H -0.72 3.22 -1.18
H -2.61 -0.53 1.77
C 0.98 -2.08 3.34
H -0.27 -2.12 0.98
C 0.16 2.88 -2.99
H 3.14 -0.68 1.15
H -1.42 -0.30 3.08
H 1.56 -4.35 -1.24
C 3.62 -1.29 3.15
C 0.53 -1.38 0.97
H 1.79 0.32 -1.64
H 1.46 -2.68 5.34
H 1.55 1.97 1.31
C 1.44 -1.53 2.15
C 0.74 1.55 1.90
C -1.83 0.12 2.16
As -0.41 0.36 0.86
C 1.40 2.17 -2.46
H -0.05 -2.41 3.41
C 1.83 -2.24 4.42
C -3.31 2.43 -1.58
H 0.13 -4.13 -0.19
N -3.07 0.98 -1.55
S -1.34 -1.24 -2.96
H 1.15 0.98 2.74
N 1.06 0.75 -2.20
H 1.01 0.24 -3.08
H -3.19 2.82 -0.57
Ni -0.97 0.56 -1.47
H 1.70 2.62 -1.51
C -1.02 -2.53 -1.86
H 2.22 2.28 -3.17
N -0.93 2.69 -2.03
H 0.02 -5.16 -1.64
H -3.63 0.53 -0.84
H 1.09 -1.49 0.04
*
```

F_max = 1.16 eV/A
LUMO energy (alpha / beta) = -2.5 / -3.6 eV
Energy above the lowest of the compared OMol25 structures with the same formula, charge and spin = 29.3 kJ/mol
HOMO (alpha / beta) = -10.3 / -10.3 eV

---

Formula: C15H29AsN5O7STi
Source: OMol25
Level of theory: ωB97M-V with the def2-TZVPD basis set

```
! wB97M-V def2-TZVPD RIJCOSX def2/J DEFGRID3
* xyz 1 1
H -4.96 -1.15 1.22
C -4.41 -0.39 1.75
H 1.71 -2.16 -2.48
H 4.17 0.36 0.78
H 2.96 1.56 0.43
C -3.27 0.14 1.18
O -2.06 0.50 -1.09
H 1.28 2.44 -3.98
H 2.97 2.47 -2.23
N -0.03 -0.98 -2.30
H 0.10 3.35 2.74
C 2.00 2.04 -1.97
H 1.56 0.51 -3.92
H -5.74 -0.35 3.44
H 3.03 -0.37 -3.57
C 0.83 -3.21 1.40
N 2.15 -0.30 0.91
H -0.72 -1.99 4.13
H 4.20 0.68 -1.61
H 1.99 -2.63 -0.36
H -0.99 2.27 -3.47
H -0.80 -1.61 -2.51
C 0.96 -2.62 -0.01
O -1.69 -1.55 -0.02
As -1.01 2.15 1.16
C 0.12 -2.25 2.31
C 3.21 0.52 0.29
C 3.32 0.19 -1.18
C -2.53 1.13 1.82
H 2.55 -1.17 1.25
Ti 0.09 -0.66 -0.15
H 0.94 -1.79 -4.02
N -0.34 1.95 -2.76
C -4.12 1.05 3.65
H -0.07 -3.58 3.85
H 3.47 -0.89 -1.30
H -0.31 -0.03 -2.62
C 2.04 -0.13 -3.19
H 0.30 -4.16 1.41
N 2.10 0.56 -1.89
C 0.96 2.59 -2.95
O 0.14 1.15 0.37
H 0.36 -3.20 -0.71
O -0.11 -1.09 1.93
O -3.90 -1.17 -1.00
H -0.73 2.23 -1.87
C -4.84 0.06 2.99
C 1.19 -1.38 -3.04
H -2.43 2.35 3.59
H -4.44 1.42 4.61
H 0.94 3.67 -2.79
H 1.73 2.40 -0.98
N -0.25 -2.65 3.53
O -1.29 3.51 0.32
S -2.78 -0.54 -0.39
H 1.81 -3.42 1.85
H 1.77 0.20 1.71
O -0.17 2.42 2.68
C -2.97 1.58 3.06
*
```

F_max = 1.00 eV/A
LUMO energy = -3.5 eV
HOMO = -12.1 eV

---

> F_max of number 4 (C15H28NO14PS)?

1.60 eV/A